DFT (ωB97M-V/def2-TZVPD) results for a molecular structure, C3H3FO3Sn at a distorted geometry.

Element x y z (Å)
O -0.7978 -0.4445 0.1056
C -0.2229 0.4907 0.9159
C -0.1788 0.1063 -1.6722
O 0.5565 1.3297 0.2296
H -1.0224 -0.1099 -2.3280
Sn -0.6573 -1.6152 1.6244
F 0.9148 -0.6597 -1.9001
C 0.1363 1.4699 -1.1453
O 0.1793 0.0492 2.0433
H 0.9759 1.9295 -1.6761
H -0.7743 2.0816 -1.1680

Summary:
Frontier orbital gap (spin up / spin down) in Eh: 0.1936 / 0.3692
E_HOMO (spin up / spin down) in eV: -11.37 / -15.79
Net charge: +1
Largest force on an atom in eV Å⁻¹: 8.07
2S+1: 2
LUMO (spin up / spin down) in eV: -6.11 / -5.74



DFT (ωB97M-V/def2-TZVPD) results for C6H13NO in the gas phase at a distorted geometry.

Element x y z (Å)
H -0.4356 0.0560 2.2562
C 0.3934 -0.0817 -0.4961
C 0.4011 -0.5749 1.9564
H 1.0110 1.4006 -1.8303
H -0.7975 2.4109 0.4206
H 1.3918 -3.0243 0.2411
H 1.3155 0.0100 2.0421
H 2.3007 0.2036 -1.2867
C -1.3060 2.0312 -0.4638
H 2.4546 -1.7286 0.4229
C 0.2264 -1.0720 0.5269
C -1.2902 0.5132 -0.4710
H -0.6161 -1.7473 0.3799
H -1.8590 0.1571 0.3973
O -1.9569 0.0225 -1.6066
H 0.4704 -1.4255 2.6319
H -1.3684 -0.4871 -2.1740
N 1.5438 -2.0317 0.0916
C 1.2795 0.5440 -1.2292
H -0.8233 2.4309 -1.3538
H -2.3351 2.3931 -0.4554

Summary:
Frontier orbital gap in Eh: 0.3631
E_HOMO in eV: -8.94
Largest force on an atom in eV Å⁻¹: 6.97
LUMO in eV: 0.94
Relative energy (zero: lowest compared OMol25 entry of this formula, charge and spin) in kcal/mol: 78.6



DFT (ωB97M-V/def2-TZVPD) results for 2 unconnected molecules or ions with the total composition C3H8N2O at a distorted geometry.

Element x y z (Å)
H 1.0418 1.2745 -2.0118
C -0.7453 1.0754 -0.8940
H 1.8246 -2.3692 2.6301
C 0.6787 -1.3861 1.4941
H -0.3649 1.2016 -2.9802
H -0.8134 -0.7523 0.2450
H 1.2774 -1.5902 0.5833
C 0.0275 1.5834 -2.0566
H 0.0113 2.7231 -2.0831
H -0.4018 1.3999 0.1569
O -1.7262 0.3275 -1.0564
N -0.5719 -0.8510 1.2371
H -1.1888 -0.8131 2.0424
N 0.9510 -1.8235 2.6932

Summary:
Frontier orbital gap in Eh: 0.3504
E_HOMO in eV: -8.88
Largest force on an atom in eV Å⁻¹: 2.77
LUMO in eV: 0.65
Relative energy (zero: lowest compared OMol25 entry of this formula, charge and spin) in kcal/mol: 46.0



DFT (ωB97M-V/def2-TZVPD) results for a molecular structure, C45H57AuGeN3O3PS.

Element x y z (Å)
C -1.0520 -3.8373 -0.2816
H -3.9036 -3.6687 0.4187
C -3.2664 -3.6050 3.8297
C 4.2060 -1.0543 3.1840
H -3.9270 -1.5468 3.6597
H -0.0065 -5.1999 0.9904
H -4.0569 1.6456 -0.3819
H -4.7416 -2.8034 1.6724
C -4.9006 3.1863 -1.5973
P -1.7268 -2.1209 -0.2308
C -2.0929 7.0138 -2.4950
H -4.4267 -0.4483 -4.6073
H -2.3117 -4.5872 2.1459
H 0.9024 3.2194 -0.1241
C -2.0617 -1.7267 2.6306
C -3.7577 -3.1868 1.3883
C -3.4713 1.5360 2.4735
C 4.0000 -0.6640 1.8919
H 2.0308 -1.2048 -6.3254
H 1.2207 0.8374 -6.0494
C -2.4426 4.5104 -1.2382
H -3.9651 -5.0797 2.3976
H -1.1297 -2.2877 2.7252
C -2.6646 3.2411 -0.6180
H -0.2151 -3.3860 -2.2505
C 1.7983 -4.6318 -0.9697
H -5.4816 4.8565 -2.7886
C -1.7911 1.7615 4.6612
H -2.3431 0.3928 -2.5659
C -1.0610 6.4484 -1.7178
C -1.3090 1.9957 3.3809
H -1.1320 1.8746 5.5141
H -0.1248 6.9796 -1.6022
C -2.9921 -2.0982 3.7819
H -3.5036 1.2363 5.8493
C -4.1724 -0.1300 -3.5939
H 0.9397 -0.9151 4.1843
C 0.1226 1.3795 -2.8574
H -3.3060 -3.1356 -1.6755
C -2.9532 -2.1005 -1.6146
Au -0.0327 -0.4459 -0.3855
H 2.5072 -5.4152 -0.6962
H -0.1820 -3.6317 1.7152
H -2.5040 -4.1097 4.4275
H 4.8135 -0.5783 1.1854
C -0.5793 -4.2470 -1.6955
H -5.2546 -1.9272 -3.0051
H -1.7999 -0.6735 2.6897
H 2.9614 -1.7519 -4.9130
H -2.7168 -2.4032 -3.7411
C -4.7051 4.3982 -2.1878
H 0.9917 2.3098 1.3936
O 0.4440 -0.1921 1.9561
H 2.2899 -3.9928 -1.7037
O -0.3248 2.2196 -2.0901
S 2.4084 0.1589 -0.1544
H -5.0054 1.0461 3.8871
H -5.8377 2.6565 -1.7174
H 0.8150 -5.5904 -2.6315
H -4.2180 -3.7828 4.3345
C 1.0294 -0.8504 -3.1771
C 0.5627 -5.2585 -1.6232
H 2.1493 -3.9358 1.0695
H -1.2492 -1.8682 -2.9674
C -3.2708 6.3431 -2.6416
C 0.3986 3.0232 0.8190
H -2.1129 0.0091 -4.2547
C -3.8710 2.6169 -0.8192
H -1.4218 -4.6635 -2.2512
C -4.1676 -1.2072 -1.3065
C 1.9624 -1.5611 -5.3011
H 0.3261 3.9462 1.3994
C -2.1362 1.8853 2.2620
H -4.7936 -1.6668 -0.5420
N 1.6397 -0.4766 2.3108
C 1.4261 -3.7848 0.2641
H 0.1873 2.6270 -4.6449
H -0.4264 4.8231 -0.5291
C 3.1021 -1.1556 4.0486
C -3.1214 1.4104 4.8516
H -4.4408 0.9253 -3.5203
H 5.2004 -1.2849 3.5380
H -0.2703 2.2823 3.2600
H 1.4002 -2.4917 -5.2760
C 0.0297 -4.1289 0.7715
H -5.9130 -0.4593 -2.3266
H 1.4694 -2.7212 0.0006
O 1.3895 -1.9270 -2.7069
N 0.3781 0.0903 -2.4323
C 1.8449 -0.8671 3.5973
H -2.5691 -1.7537 4.7273
C -1.2332 5.2372 -1.1114
H -4.1569 1.4613 1.6400
H -4.0751 6.7637 -3.2340
C 2.7045 -0.3572 1.4178
C -2.3271 -1.7213 -2.9797
C 0.9758 0.6907 -5.0063
C -3.4762 5.0842 -2.0245
H 3.2241 -1.4646 5.0770
H -1.9410 -4.4280 -0.0349
H 0.2389 -6.1520 -1.0814
C -2.7741 -1.9895 1.2870
H -1.9473 7.9753 -2.9698
C 0.4202 1.6490 -4.2541
H -3.3584 -1.0873 1.0903
C -3.3017 -4.2141 2.4204
Ge -1.3808 2.2615 0.4857
C -3.9615 1.3020 3.7510
C -2.6683 -0.2855 -3.3619
C -4.9762 -0.9594 -2.5766
H -3.8267 -0.2496 -0.9059
N 1.2858 -0.5454 -4.5012

Summary:
Frontier orbital gap (spin up / spin down) in Eh: 0.2111 / 0.1413
E_HOMO (spin up / spin down) in eV: -8.78 / -9.86
Net charge: +1
Largest force on an atom in eV Å⁻¹: 0.49
2S+1: 4
LUMO (spin up / spin down) in eV: -3.04 / -6.01
Relative energy (zero: lowest compared OMol25 entry of this formula, charge and spin) in kcal/mol: 7.4



Question: What is the formula in the first record?
Answer: C3H3FO3Sn



Question: Look up the largest force on an atom of the second one.
Answer: 6.97 eV Å⁻¹



Question: The highest largest force on an atom belongs to which entry?
Answer: C3H3FO3Sn



Question: Among the records above, which one has the lowest largest force on an atom?
Answer: C45H57AuGeN3O3PS